The following is a quantum chemistry calculation of a structure of composition C6H11N3 in a non-equilibrium geometry, from OMol25.

The geometry in ORCA input format:
```
! RIJCOSX wB97M-V def2-TZVPD def2/J DEFGRID3
* xyz 0 1
C 3.071 -0.274 0.094
C 0.671 0.506 -0.090
C -1.576 1.077 -0.055
C -1.941 -0.081 -0.958
C -1.204 -0.971 0.061
C -1.736 0.054 1.070
H 4.021 0.273 0.286
H 3.177 -0.885 -0.818
H 2.807 -0.975 0.906
H 2.284 1.694 -0.097
H -2.214 2.015 0.008
H -1.527 -0.012 -1.930
H -2.951 -0.317 -0.922
H -1.547 -2.024 0.108
H -1.087 0.213 1.977
H -2.796 -0.077 1.390
H 0.530 -1.569 -0.707
N 2.009 0.740 -0.099
N -0.177 1.497 -0.121
N 0.188 -0.883 -0.101
*
```

## Properties
* HOMO level: -7.991 eV
* ΔE to the lowest compared entry with this formula, charge and spin: 37.18 kcal/mol
* orbital gap: 8.873 eV



The following is a quantum chemistry calculation of a cluster of 2 separate species, C4H14N3O in total in a non-equilibrium geometry, from OMol25.

The geometry in ORCA input format:
```
! RIJCOSX wB97M-V def2-TZVPD def2/J DEFGRID3
* xyz 2 2
C 0.771 -0.161 -1.645
C -0.681 -0.008 -1.063
C -0.646 0.351 0.394
C -1.349 1.400 0.845
N -1.291 1.832 2.250
N 0.059 -0.512 1.173
N 0.844 0.262 -2.985
H 1.171 -1.175 -1.552
H 1.447 0.442 -1.039
H -1.269 -0.903 -1.271
H -1.150 0.817 -1.595
H -1.879 2.060 0.175
H -2.036 1.441 2.830
H -0.373 1.616 2.649
H -1.348 2.849 2.339
H 0.038 -0.468 2.175
H 0.610 -1.247 0.742
H 0.529 1.202 -3.275
H 1.121 -0.375 -3.733
H 2.587 -3.159 0.944
H 1.115 -3.490 0.949
O 1.732 -2.772 0.694
*
```

## Properties
* HOMO level (spin up / spin down): -16.467 / -16.416 eV
* <S²>: 0.76
* ΔE to the lowest compared entry with this formula, charge and spin: 18.47 kcal/mol
* orbital gap (spin up / spin down): 10.174 / 5.089 eV



The following is a quantum chemistry calculation of an isolated molecule of C4H6ClFS in a non-equilibrium geometry, from OMol25.

The geometry in ORCA input format:
```
! RIJCOSX wB97M-V def2-TZVPD def2/J DEFGRID3
* xyz 0 1
C -0.781 1.202 1.616
C -0.045 -0.234 -0.701
C -0.830 -1.136 -1.279
C 1.449 -0.407 -0.521
H -1.792 0.848 1.970
H -0.624 2.244 1.914
H -0.065 0.509 2.063
H -0.428 -2.096 -1.528
H -1.923 -0.974 -1.465
H 1.662 -0.381 0.546
F 1.776 -1.630 -1.043
S -0.751 1.254 -0.210
Cl 2.354 0.800 -1.362
*
```

## Properties
* HOMO level: -8.825 eV
* ΔE to the lowest compared entry with this formula, charge and spin: 18.05 kcal/mol
* orbital gap: 9.606 eV



The following is a quantum chemistry calculation of a cluster of 2 separate species, C4H12NO in total in a non-equilibrium geometry, from OMol25.

The geometry in ORCA input format:
```
! RIJCOSX wB97M-V def2-TZVPD def2/J DEFGRID3
* xyz 1 1
C -0.167 0.154 -1.072
C -0.127 -1.350 -1.329
C -0.301 -2.184 -0.071
C 0.681 -3.134 0.176
N 0.969 0.591 -0.158
H -1.090 0.488 -0.724
H -0.025 0.613 -2.085
H 0.864 -1.555 -1.735
H -1.080 -1.546 -1.945
H -1.127 -1.873 0.631
H 0.887 -3.529 -0.818
H 0.908 -3.463 1.301
H 1.564 -0.387 -0.028
H -1.161 4.260 2.992
H 1.752 1.219 -0.626
H 0.678 1.267 0.665
H -1.977 5.167 2.072
O -1.249 5.263 2.753
*
```

## Properties
* HOMO level: -13.333 eV
* ΔE to the lowest compared entry with this formula, charge and spin: 91.79 kcal/mol
* orbital gap: 9.163 eV



The following is a quantum chemistry calculation of a structure of composition C5H7NO2 in a non-equilibrium geometry, from OMol25.

The geometry in ORCA input format:
```
! RIJCOSX wB97M-V def2-TZVPD def2/J DEFGRID3
* xyz 0 1
C 2.275 -0.673 0.327
C 0.189 0.042 -0.436
C -0.613 -1.018 -0.358
C -1.966 -0.451 -0.101
C -0.446 1.344 -0.112
H 3.211 -0.560 0.025
H 2.212 -1.695 0.297
H 1.920 -0.496 1.436
H -0.418 -1.884 -0.741
H -2.598 1.456 0.139
H -0.074 2.080 1.027
H -0.496 2.043 -0.903
N -1.803 0.843 0.010
O 1.678 0.052 -0.592
O -3.071 -1.083 -0.018
*
```

## Properties
* HOMO level: -9.735 eV
* ΔE to the lowest compared entry with this formula, charge and spin: 83.30 kcal/mol
* orbital gap: 10.007 eV



The following is a quantum chemistry calculation of a structure of composition C16H24CaN2O13 in a non-equilibrium geometry, from OMol25.

The geometry in ORCA input format:
```
! RIJCOSX wB97M-V def2-TZVPD def2/J DEFGRID3
* xyz 0 1
Ca 2.092 1.576 1.059
O 1.407 4.897 2.421
H 1.427 5.487 3.199
N 6.377 0.787 0.410
O 5.487 0.049 0.170
O 6.273 1.810 1.041
O 7.406 0.448 -0.064
C -6.535 -2.790 2.816
C -6.496 -1.422 2.146
C -6.752 -0.233 3.114
O -5.690 0.602 2.651
C -4.877 0.113 1.839
O -3.863 0.718 1.318
O -5.148 -1.214 1.824
H -7.580 -2.937 3.090
H -5.800 -2.760 3.621
H -6.328 -3.558 2.071
H -7.121 -1.422 1.253
H -6.685 -0.712 4.091
H -7.773 0.089 2.907
C 1.113 7.429 -6.459
C 2.213 6.571 -6.097
C 3.252 7.174 -5.108
O 3.211 6.315 -3.965
C 2.327 5.349 -4.180
O 2.091 4.437 -3.451
O 1.751 5.462 -5.422
H 1.320 8.499 -6.441
H 0.357 7.392 -5.675
H 0.655 7.050 -7.373
H 2.590 6.145 -7.028
H 2.929 8.173 -4.817
H 4.205 7.309 -5.619
C 1.236 -7.908 -2.772
C 0.543 -6.847 -1.817
C 0.822 -6.937 -0.384
O 0.635 -5.594 0.011
C 0.813 -4.810 -0.982
O 0.738 -3.566 -0.958
O 0.988 -5.529 -2.100
H 1.476 -7.510 -3.758
H 0.543 -8.749 -2.799
H 2.191 -8.205 -2.339
H -0.514 -6.768 -2.068
H 1.879 -7.171 -0.258
H 0.238 -7.637 0.213
N 0.045 0.330 5.514
C 0.265 -0.737 4.855
C 1.657 -0.831 4.518
C 2.191 0.350 4.977
C 1.184 1.163 5.429
H -0.824 0.548 5.978
H -0.459 -1.504 4.619
H 2.196 -1.633 4.036
H 3.246 0.563 4.889
H 1.077 2.150 5.854
*
```

## Properties
* HOMO level: -7.094 eV
* ΔE to the lowest compared entry with this formula, charge and spin: 265.06 kcal/mol
* orbital gap: 4.402 eV



The following is a quantum chemistry calculation of an isolated molecule of C5H6O in a non-equilibrium geometry, from OMol25.

The geometry in ORCA input format:
```
! RIJCOSX wB97M-V def2-TZVPD def2/J DEFGRID3
* xyz 0 1
C 1.901 -0.109 0.050
C 0.407 0.053 -0.143
C -0.481 1.072 -0.106
C -1.755 0.459 0.068
C -1.523 -0.899 0.037
H 2.083 -0.356 1.187
H 2.412 0.857 -0.323
H 2.367 -1.101 -0.587
H -0.211 2.153 0.025
H -2.803 0.741 -0.032
H -2.195 -1.730 -0.094
O -0.202 -1.140 -0.082
*
```

## Properties
* HOMO level: -8.499 eV
* ΔE to the lowest compared entry with this formula, charge and spin: 26.06 kcal/mol
* orbital gap: 9.587 eV